# 1
ORCA calculation (wB97M-V/def2-TZVPD) on a cluster of 2 separate species, C11H25N3O4S in total.

LUMO ... 0.28 eV
SMILES ... NCCCC[C@H](N)C(=O)O.CSCC[C@H](N)C(=O)O
HOMO energy ... -0.33500 hartree

Last column: Mulliken charge in e.
Positions of all 44 atoms, in Å:
C 3.344 -1.468 -0.515  0.3431
C 4.474 -2.484 -0.257  0.1442
C 3.630 -0.148 0.201  -0.8442
C 2.661 0.970 -0.176  -0.0881
C 2.965 2.284 0.541  -0.5537
C 1.984 3.412 0.201  -0.7507
C -4.899 -0.047 -0.698  0.3366
C -5.439 -1.413 -0.320  0.2895
C -3.835 0.382 0.335  -0.8735
C -2.598 -0.513 0.368  -0.6318
C -0.076 -1.065 1.323  -0.8192
H 1.803 -1.919 0.770  0.2227
H 1.310 -1.726 -0.776  0.3173
H 3.358 -1.294 -1.599  0.4404
H 3.598 -0.320 1.287  0.3007
H 4.660 0.142 -0.030  0.4190
H 1.628 0.665 0.055  0.0919
H 2.702 1.125 -1.264  0.2469
H 3.988 2.603 0.293  0.2831
H 2.950 2.115 1.627  0.3298
H 2.220 4.289 0.815  0.3890
H 0.967 3.106 0.480  0.3131
H 1.664 3.082 -1.797  0.2620
H 2.877 4.126 -1.495  0.2569
H 3.075 -3.702 -0.238  0.4323
H -6.611 0.737 0.046  0.2746
H -5.723 1.815 -0.819  0.2764
H -4.424 -0.128 -1.683  0.3133
H -4.304 0.416 1.327  0.3196
H -3.532 1.407 0.087  0.4457
H -2.857 -1.523 0.703  0.3399
H -2.169 -0.599 -0.638  0.3314
H 0.763 -0.764 1.954  0.4797
H -0.429 -2.045 1.656  0.5415
H 0.273 -1.135 0.290  -0.1540
H -5.176 -3.242 -0.578  0.3396
N 2.056 -2.096 -0.199  -0.7843
N 1.948 3.847 -1.192  -0.6038
N -6.040 0.850 -0.788  -0.7127
O 5.633 -2.166 -0.176  -0.5752
O 4.056 -3.748 -0.167  -0.5289
O -6.336 -1.594 0.468  -0.5806
O -4.778 -2.422 -0.916  -0.4303
S -1.362 0.189 1.492  -0.1492

# 2
ORCA calculation (wB97M-V/def2-TZVPD) on a structure of composition C2H5IS.

LUMO ... 0.24 eV
Energy relative to the best compared isomer or geometry (same formula, charge and spin) ... 162.9 kJ/mol
HOMO energy ... -0.34680 hartree

Last column: Mulliken charge in e.
Positions of all 9 atoms, in Å:
C 0.205 -0.594 0.253  -0.6317
C -0.720 0.570 -0.065  -0.7703
S 2.011 -0.095 0.127  -0.1716
I -2.861 0.173 -0.042  0.0170
H 0.079 -1.083 1.293  0.3388
H 0.312 -1.334 -0.559  0.3514
H -0.440 0.962 -0.902  0.4683
H -0.531 1.382 1.114  0.2821
H 1.945 0.020 -1.219  0.1161

# 3
ORCA calculation (wB97M-V/def2-TZVPD) on a structure of composition C16H18F5N6SSe2V.

Net charge ... +2
Multiplicity ... 3
LUMO (alpha / beta) ... -7.83 / -7.85 eV
<S²> ... 2.06
Energy relative to the best compared isomer or geometry (same formula, charge and spin) ... 203.7 kJ/mol
HOMO energy (alpha / beta) ... -0.52865 / -0.54132 hartree

Last column: Löwdin spin population.
Positions of all 49 atoms, in Å:
V -0.178 -0.161 0.056  1.9643
Se -1.820 -3.300 1.444  0.0050
Se -0.199 -2.317 2.789  0.0128
C -0.821 -0.525 3.043  0.0103
C -1.145 -0.149 4.335  -0.0006
C -1.424 1.185 4.602  0.0085
C -1.386 2.096 3.563  -0.0015
C -1.070 1.642 2.297  0.0091
N -0.783 0.358 2.026  0.0068
C -0.910 -3.275 -0.250  0.0067
C -0.873 -4.447 -0.987  0.0013
C -0.283 -4.431 -2.244  0.0050
C 0.266 -3.253 -2.728  -0.0010
C 0.204 -2.133 -1.926  0.0062
N -0.380 -2.137 -0.714  0.0080
H -1.168 -0.890 5.120  0.0001
H -1.662 1.502 5.609  0.0004
H -1.583 3.148 3.715  -0.0003
H -1.002 2.326 1.461  0.0005
H -1.278 -5.362 -0.577  0.0002
H -0.236 -5.341 -2.828  0.0002
H 0.750 -3.205 -3.692  -0.0002
H 0.664 -1.198 -2.243  0.0002
N -2.666 -0.507 -0.144  0.0025
N -3.563 0.442 -0.685  0.0319
C -1.887 2.001 -1.549  0.0401
N -1.705 3.166 -2.213  0.0469
S 0.670 1.912 -0.881  -0.0721
H -2.778 -1.359 -0.691  0.0017
H -2.978 -0.729 0.800  0.0014
H -4.553 0.245 -0.567  0.0004
H -2.411 3.562 -2.807  0.0018
H -0.758 3.480 -2.367  0.0002
C -5.799 1.867 -1.501  -0.0001
C -4.400 2.338 -1.861  0.0010
C -3.256 1.522 -1.338  0.0241
N -0.915 1.375 -0.969  -0.0677
H -6.527 2.564 -1.907  0.0000
H -5.961 1.838 -0.421  0.0001
H -6.033 0.892 -1.937  0.0000
H -4.228 3.365 -1.526  0.0004
H -4.269 2.358 -2.951  0.0007
F 2.109 -0.074 1.876  -0.0011
C 1.893 -0.534 0.602  -0.0417
F 2.086 -1.902 0.642  -0.0061
C 3.099 -0.039 -0.230  -0.0043
F 3.235 1.292 -0.156  -0.0002
F 2.914 -0.367 -1.522  0.0000
F 4.229 -0.592 0.183  -0.0022

# 4
ORCA calculation (wB97M-V/def2-TZVPD) on a structure of composition C28H31BaFN6S3.

LUMO ... 0.19 eV
Energy relative to the best compared isomer or geometry (same formula, charge and spin) ... 0.0 kJ/mol
HOMO energy ... -0.25641 hartree

Last column: Mulliken charge in e.
Positions of all 70 atoms, in Å:
Ba 0.616 -0.624 0.804  1.3465
C 5.727 -0.867 1.861  -1.3935
C 4.649 0.168 2.186  0.1320
C 3.445 -0.505 2.848  -0.8678
C 4.348 1.052 0.984  1.0981
C 4.781 2.375 1.039  -1.2629
C 4.621 3.241 -0.034  -1.6885
C 4.037 2.768 -1.197  -0.2436
C 3.584 1.455 -1.294  1.1899
C 2.954 0.986 -2.593  0.6193
C 3.916 1.152 -3.770  -1.6308
C 1.634 1.710 -2.862  -1.3722
C 3.700 0.589 -0.185  -0.0974
N 3.058 -0.661 -0.182  0.2477
C 3.647 -1.717 -0.799  -0.8177
C 4.860 -1.711 -1.518  0.1087
C 5.371 -2.863 -2.100  -1.0118
C 4.711 -4.079 -2.001  -0.5556
C 3.512 -4.128 -1.293  -0.7610
C 3.033 -2.980 -0.728  0.4476
F 1.842 -3.040 -0.015  -0.2284
H 6.023 -1.402 2.767  0.4731
H 6.614 -0.391 1.442  0.3152
H 5.365 -1.599 1.139  0.2287
H 5.068 0.845 2.938  0.5888
H 3.112 -1.359 2.254  -0.0690
H 2.617 0.194 3.000  0.0592
H 3.726 -0.884 3.832  0.4910
H 5.268 2.727 1.943  0.3896
H 4.972 4.263 0.030  0.4561
H 3.930 3.430 -2.049  0.3537
H 2.740 -0.077 -2.491  0.1608
H 4.137 2.204 -3.967  0.3378
H 3.478 0.732 -4.677  0.4411
H 4.859 0.639 -3.581  0.3447
H 1.786 2.790 -2.938  0.2561
H 0.901 1.519 -2.074  0.2982
H 1.186 1.370 -3.798  0.4771
H 5.403 -0.777 -1.596  0.5855
H 6.308 -2.803 -2.640  0.4020
H 5.112 -4.973 -2.457  0.3915
H 2.955 -5.049 -1.178  0.4716
S -1.505 1.228 -0.555  -0.5257
C -2.424 -0.190 -0.260  0.3437
N -1.921 -1.367 0.043  -0.3433
C -2.911 -2.322 0.216  -0.4124
C -2.694 -3.663 0.528  -0.5635
C -3.782 -4.504 0.669  -0.5606
C -5.084 -4.027 0.499  -0.4701
C -5.313 -2.699 0.183  -0.5097
C -4.220 -1.854 0.045  0.9148
S -4.171 -0.164 -0.347  -0.2517
H -1.683 -4.034 0.647  0.3893
H -3.625 -5.547 0.909  0.3816
H -5.921 -4.703 0.612  0.3659
H -6.321 -2.330 0.048  0.3754
C 1.300 5.290 1.029  -1.0233
C 0.711 4.424 2.075  0.9106
N 0.113 4.811 3.154  -0.8323
N -0.251 3.645 3.768  0.2320
C 0.102 2.536 3.108  0.1411
S -0.163 0.949 3.580  -0.4478
N 0.731 3.047 2.004  0.2451
N 1.283 2.276 0.989  0.1411
H 1.205 6.327 1.339  0.3607
H 0.782 5.153 0.078  0.2876
H 2.353 5.049 0.873  0.1529
H -0.750 3.661 4.641  0.1768
H 2.283 2.463 0.910  -0.2677
H 0.814 2.495 0.114  0.0782

# 5
ORCA calculation (wB97M-V/def2-TZVPD) on the molecule C7H14O3.

LUMO ... 0.77 eV
SMILES ... CO[C@@H](C)[C@](C)(O)C(C)=O
Energy relative to the best compared isomer or geometry (same formula, charge and spin) ... 151.0 kJ/mol
HOMO energy ... -0.33286 hartree

Last column: Mulliken charge in e.
Positions of all 24 atoms, in Å:
C 1.319 1.466 1.305  -0.6570
C -2.326 1.144 -0.086  -1.3630
C -1.361 0.236 0.615  0.6916
O 0.583 1.468 0.101  -0.4356
O -1.420 -0.015 1.796  -0.5988
H 0.904 0.762 2.032  0.2788
H 1.259 2.478 1.706  0.2579
H 2.373 1.230 1.139  0.2917
H -1.898 2.145 -0.039  0.2506
H -2.456 0.910 -1.138  0.3565
H -3.286 1.138 0.425  0.4053
C -0.036 -1.941 0.406  -1.7872
C 1.968 -0.339 -1.033  -1.7263
C -0.483 -0.701 -0.361  1.3703
C 0.597 0.271 -0.831  0.0611
O -1.203 -1.071 -1.527  -0.6119
H -1.876 -1.715 -1.276  0.4077
H 0.248 0.738 -1.757  0.3513
H 0.599 -1.671 1.244  0.3044
H 0.500 -2.620 -0.254  0.3993
H -0.914 -2.452 0.802  0.5133
H 2.661 0.429 -1.371  0.4214
H 1.900 -1.120 -1.788  0.4170
H 2.349 -0.771 -0.110  0.4015

Computed F_max, in the same sequence as the records: 1.14, 9.71, 0.55, 0.15, 2.44 eV/Å.